Entry 1:
Here is a 2-piece molecular cluster, C9H9N3O2 overall from OMol25. Energies are from ωB97M-V with the def2-TZVPD basis set.

```
23
Properties=species:S:1:pos:R:3:forces:R:3:lowdin_charge:R:1
O 1.0348 0.0804 4.3691 0.6 -2.1 2.0 0.123
C 0.5002 0.7584 3.5852 0.6 4.8 -3.5 -0.478
C 1.1940 1.7446 2.5943 -3.7 -2.1 -0.7 0.047
C 0.4139 2.1453 1.4868 6.8 0.4 3.3 -0.166
N -0.8451 2.0379 1.3403 -5.0 1.2 -0.2 0.076
C -1.5873 1.6279 2.4735 -0.8 0.1 -3.8 -0.468
O -2.7718 1.8055 2.1850 -0.2 -0.9 3.3 0.040
N -0.8889 1.0045 3.4903 -4.4 -1.0 1.3 0.185
H 2.2438 1.8748 2.6868 0.6 0.1 -0.3 0.081
H 0.9776 2.7113 0.8228 0.6 0.9 -1.6 0.101
H -1.5438 2.7037 0.7550 2.7 -2.2 1.5 0.246
H -1.6308 0.5828 4.1645 2.2 0.7 -1.2 0.212
C 0.0757 -2.6890 -2.6137 -1.9 -1.9 -0.9 -0.084
C 0.4222 -1.3430 -2.4922 -0.4 0.5 2.6 -0.105
C 0.8968 -0.6734 -3.5929 1.0 1.5 -1.6 -0.185
N 1.0850 -1.1742 -4.8320 -0.6 -1.4 2.7 0.070
C 0.7337 -2.4762 -4.8536 -0.8 0.9 -0.5 -0.182
C 0.0714 -3.2688 -3.9255 1.7 0.0 1.7 -0.061
H -0.3617 -3.3992 -1.8426 0.8 1.6 -0.4 0.120
H 0.3319 -0.7470 -1.4879 0.3 -1.5 -2.0 0.133
H 1.2624 0.3554 -3.5886 -0.5 0.0 0.8 0.102
H 0.9547 -2.8165 -5.7857 0.3 -1.8 -2.6 0.065
H -0.1179 -4.3843 -4.1200 0.1 2.1 0.3 0.129
```
Forces are in eV/Å.

## Properties
SMILES	O=c1cc[nH]c(=O)[nH]1.c1ccncc1
energy relative to the best compared isomer or geometry (same formula, charge and spin)	349.2	kJ/mol
gap between HOMO and LUMO	9.37	eV
charge	0
E_LUMO	0.32	eV
maximum force	7.59	eV/A
HOMO energy	-9.054	eV

***

Entry 2:
Here is a 2-piece molecular cluster, C9H9N3O2 overall from OMol25. Energies are from ωB97M-V with the def2-TZVPD basis set.

```
23
Properties=species:S:1:pos:R:3:forces:R:3:lowdin_charge:R:1
O 0.6440 2.9339 -1.8609 -0.4 -2.9 3.7 0.017
C 0.4688 2.3049 -0.7772 -1.3 3.0 -1.6 -0.326
C 0.9807 2.8116 0.5873 1.0 -0.6 -1.7 -0.020
C 0.7665 2.0618 1.6858 0.6 3.3 2.6 -0.166
N 0.0162 0.9321 1.7196 -1.8 -0.4 -0.8 0.114
C -0.9217 0.7833 0.6021 -0.3 -1.7 0.9 -0.448
O -1.9077 0.0727 0.7429 0.1 3.5 1.3 -0.005
N -0.6136 1.2936 -0.6430 0.6 1.8 -0.7 0.172
H 1.6381 3.7412 0.6163 -1.2 -1.5 -0.2 0.131
H 1.0070 2.6221 2.7306 -0.2 -2.0 -2.4 0.174
H -0.2841 0.5427 2.6579 0.2 0.6 -2.0 0.187
H -1.3971 1.2208 -1.4274 2.5 0.2 2.4 0.224
C 0.7454 -1.9784 -1.5171 2.1 0.3 -3.4 -0.121
C 1.5369 -2.6394 -0.5486 -1.9 -0.1 3.1 -0.080
C 0.7949 -2.8868 0.6492 -0.9 -1.3 -1.0 -0.116
N -0.5977 -2.6682 0.7316 4.4 -1.4 3.1 0.035
C -1.1666 -1.9611 -0.1485 -3.9 2.5 -1.0 -0.261
C -0.5653 -1.5851 -1.3688 -0.7 -0.4 0.8 -0.110
H 1.2429 -1.7728 -2.5356 -0.7 -0.2 1.6 0.123
H 2.5983 -2.9861 -0.4865 -1.0 0.8 -1.0 0.107
H 1.2693 -3.4630 1.5151 -0.8 1.0 -1.2 0.109
H -2.1789 -1.2708 0.2986 2.4 -3.9 -2.4 0.147
H -1.2574 -1.0555 -2.0685 1.4 -0.5 0.2 0.112
```
Forces are in eV/Å.

## Properties
SMILES	O=c1cc[nH]c(=O)[nH]1.c1ccncc1
energy relative to the best compared isomer or geometry (same formula, charge and spin)	466.2	kJ/mol
gap between HOMO and LUMO	8.63	eV
charge	0
E_LUMO	0.17	eV
maximum force	5.62	eV/A
HOMO energy	-8.460	eV